1.
DFT (ωB97M-V/def2-TZVPD) results for an isolated molecule of CH6ClNOP4 at a distorted geometry.

Geometry as XYZ:
```
14
Properties=species:S:1:pos:R:3:forces:R:3:lowdin_charge:R:1
C 0.2438 -2.3522 -0.3339 0.398 -2.121 -0.938 -0.194
N -0.3214 -1.3685 0.1560 -2.602 -0.579 -0.451 -0.662
O -2.2696 0.5209 1.0220 0.209 -0.035 0.337 -0.513
P 2.1494 1.9635 0.3199 2.076 1.340 1.185 0.368
P -2.1039 -0.4406 -0.0877 -0.353 0.021 0.135 0.630
P 0.3579 1.1135 -0.3179 -0.207 -0.298 -0.263 0.350
P 0.6101 -0.4636 1.3061 -0.305 1.893 0.670 0.330
Cl 2.4166 -1.2444 0.9203 0.819 0.218 0.137 0.197
H -0.1637 -2.9266 -1.1431 -0.834 -0.109 -0.488 0.017
H 2.1628 3.2369 -0.2704 -0.357 0.216 -0.263 -0.156
H 2.9381 1.4351 -0.6818 0.491 -0.350 -0.481 -0.169
H -2.5216 0.0666 -1.3289 1.058 0.315 -0.589 -0.021
H -3.1396 -1.3582 -0.1757 0.170 -1.316 0.560 -0.027
H -0.3586 1.8176 0.6151 -0.562 0.805 0.447 -0.151
```
Positions in Å, forces in eV/Å.

## Properties
HOMO-LUMO gap (spin up / spin down)   0.27542 / 0.27545 Eh
Molecular weight   207.414 Da
Energy above the lowest of the compared OMol25 structures with the same formula, charge and spin   32.22 kcal per mole


2.
DFT (ωB97M-V/def2-TZVPD) results for a cluster of 2 separate species, CH6IN4 in total at a distorted geometry.

Geometry as XYZ:
```
12
Properties=species:S:1:pos:R:3:forces:R:3:lowdin_charge:R:1
C -0.8358 -0.3956 -0.0342 -1.413 -1.119 1.443 -0.004
N -1.8186 -0.6054 0.6181 2.697 0.310 -1.754 0.063
N 0.2313 -0.5125 -0.8159 -4.752 -1.362 1.058 0.188
N 2.3306 1.1958 -0.6162 0.039 -0.054 3.972 -0.437
N -3.0167 -0.5896 1.1609 0.251 0.854 -0.781 0.110
I 3.7600 -0.0672 0.3980 -0.551 0.581 -0.704 0.678
H 0.1109 -1.2810 -1.4551 0.516 -0.051 -0.435 0.140
H 1.0941 -0.0785 -0.6231 1.786 1.505 0.113 -0.038
H 2.7988 1.6067 -1.3766 0.919 0.712 -1.134 -0.036
H -3.2447 -1.3057 1.8681 0.213 0.840 -0.782 0.155
H -3.6490 0.0988 0.7134 0.232 -1.078 0.903 0.157
H 2.2392 1.9343 0.1625 0.062 -1.137 -1.900 0.025
```
Positions in Å, forces in eV/Å.

## Properties
HOMO-LUMO gap   0.33167 Eh
Charge   +1
Molecular weight   200.991 Da
Energy above the lowest of the compared OMol25 structures with the same formula, charge and spin   28.79 kcal per mole


3.
DFT (ωB97M-V/def2-TZVPD) results for the ion CH6N with charge +1 at a distorted geometry.

Geometry as XYZ:
```
8
Properties=species:S:1:pos:R:3:forces:R:3:lowdin_charge:R:1
C 0.7785 0.1258 0.2267 0.563 -2.431 -0.690 0.009
N -0.6903 -0.1184 -0.2125 1.245 1.916 0.193 0.152
H 0.8042 0.1601 1.3349 0.133 -0.263 -0.853 0.108
H 1.3755 -0.7734 -0.2524 -1.023 1.968 1.341 0.147
H 1.1381 1.0502 -0.2002 -0.130 0.197 -0.059 0.088
H -0.8661 0.4392 -1.0740 -0.117 -1.073 0.379 0.185
H -1.2883 0.2720 0.5019 -0.469 0.175 0.260 0.155
H -0.8913 -1.1028 -0.2599 -0.202 -0.489 -0.571 0.156
```
Positions in Å, forces in eV/Å.

## Properties
SMILES   C[NH3+]
HOMO-LUMO gap   0.55603 Eh
Charge   +1
Molecular weight   32.066 Da
Energy above the lowest of the compared OMol25 structures with the same formula, charge and spin   6.74 kcal per mole


4.
DFT (ωB97M-V/def2-TZVPD) results for a cluster of 2 separate species, CH6N2O in total at a distorted geometry.

Geometry as XYZ:
```
10
Properties=species:S:1:pos:R:3:forces:R:3:lowdin_charge:R:1
H 1.4524 1.1690 0.1987 0.161 0.214 -0.788 0.034
N 0.5530 0.7204 0.0750 -0.570 -1.594 0.922 0.059
C 0.5557 -0.1361 1.0465 0.415 1.373 1.107 -0.352
N -0.5016 -0.8881 1.5319 -0.531 -0.779 -0.287 0.059
H 1.4675 -0.1238 1.6776 -0.665 -0.391 0.122 0.111
H -1.0463 -1.4688 0.9235 -0.224 0.460 -0.778 0.080
H -0.6417 -1.2727 2.4695 1.281 0.700 -0.444 0.096
O -0.8934 0.8194 -2.8581 -2.697 2.182 4.534 -0.093
H -0.2277 0.3460 -3.2384 2.942 -2.033 -1.354 -0.049
H -0.7178 0.8349 -1.8263 -0.111 -0.132 -3.034 0.054
```
Positions in Å, forces in eV/Å.

## Properties
SMILES   [H]/N=C/N.O
HOMO-LUMO gap   0.39113 Eh
Molecular weight   62.072 Da
Energy above the lowest of the compared OMol25 structures with the same formula, charge and spin   30.69 kcal per mole


5.
DFT (ωB97M-V/def2-TZVPD) results for a cluster of 2 separate species, CH6N2O in total.

Geometry as XYZ:
```
10
Properties=species:S:1:pos:R:3:forces:R:3:lowdin_charge:R:1
N 0.2952 1.4401 0.0861 0.470 -0.003 0.335 0.115
C -0.9768 1.2264 -0.3076 0.041 0.227 -0.133 -0.431
O -1.6730 0.3105 0.0788 -0.025 0.109 -0.048 -0.014
H 0.9125 2.1079 -0.3405 -0.366 0.169 -0.183 0.092
H 0.7511 0.7681 0.6855 -0.187 -0.299 -0.145 0.079
H -1.3406 2.0030 -1.0136 0.027 -0.244 0.107 0.125
N 0.6637 -1.7108 0.2254 0.093 -0.375 -0.008 0.011
H 1.0711 -2.4772 0.7545 -0.159 0.189 0.279 0.010
H -0.2962 -1.5617 0.5367 0.188 -0.033 0.009 0.001
H 0.5929 -2.1062 -0.7053 -0.080 0.260 -0.212 0.012
```
Positions in Å, forces in eV/Å.

## Properties
SMILES   NC=O.N
HOMO-LUMO gap   0.40570 Eh
Molecular weight   62.072 Da
Energy above the lowest of the compared OMol25 structures with the same formula, charge and spin   0.75 kcal per mole


6.
DFT (ωB97M-V/def2-TZVPD) results for a cluster of 2 separate species, CH6N2O in total at a distorted geometry.

Geometry as XYZ:
```
10
Properties=species:S:1:pos:R:3:forces:R:3:lowdin_charge:R:1
H 0.9574 -0.0100 2.8124 -1.474 -0.257 2.854 -0.020
N 1.2763 0.5992 2.1240 1.413 -2.364 -4.103 -0.007
C 0.8115 -0.0417 1.0489 -3.043 3.584 0.273 -0.289
N -0.5976 -0.0295 0.7586 1.745 -0.320 0.182 0.050
H 1.3072 -0.3662 0.1140 0.513 0.301 0.473 0.097
H -0.8279 -0.0130 -0.2422 0.058 -0.339 0.654 0.034
H -1.1886 0.5870 1.3311 0.762 -0.564 -0.276 0.095
O -0.7615 -0.1511 -2.2812 -0.199 0.348 -1.106 -0.059
H -0.0359 -0.7373 -2.4774 0.549 -0.570 0.338 0.035
H -0.9408 0.1624 -3.1882 -0.324 0.180 0.712 0.063
```
Positions in Å, forces in eV/Å.

## Properties
SMILES   [H]/N=C\N.O
HOMO-LUMO gap   0.31236 Eh
Molecular weight   62.072 Da
Energy above the lowest of the compared OMol25 structures with the same formula, charge and spin   55.89 kcal per mole


7.
DFT (ωB97M-V/def2-TZVPD) results for a cluster of 3 separate species, CH6N2O in total at a distorted geometry.

Geometry as XYZ:
```
10
Properties=species:S:1:pos:R:3:forces:R:3:lowdin_charge:R:1
C 0.2480 -1.1250 0.1386 3.290 0.120 -0.583 -0.169
N -2.8532 0.2981 0.0764 0.298 4.477 0.908 0.118
N -0.6175 -0.0242 0.0144 1.108 2.233 -0.322 -0.096
O -1.8416 -0.5115 0.0550 -0.902 -5.067 -0.177 -0.241
H 1.2984 -0.6163 0.4650 -2.348 -1.491 -1.079 0.082
H -0.0495 -1.7893 0.9575 -0.099 -0.212 -0.331 0.072
H 0.3745 -1.7015 -0.9012 -0.248 1.068 2.226 0.128
H 0.6191 1.6190 0.5759 3.080 -0.185 -1.050 0.040
H -3.6067 -0.2387 -0.2310 -1.535 -1.583 -0.728 0.028
H 1.4306 1.5229 0.2919 -2.645 0.640 1.136 0.037
```
Positions in Å, forces in eV/Å.

## Properties
HOMO-LUMO gap (spin up / spin down)   0.34717 / 0.32660 Eh
Molecular weight   62.072 Da
Multiplicity   3
Energy above the lowest of the compared OMol25 structures with the same formula, charge and spin   59.39 kcal per mole


8.
DFT (ωB97M-V/def2-TZVPD) results for a cluster of 2 separate species, CH6N2O2 in total.

Geometry as XYZ:
```
11
Properties=species:S:1:pos:R:3:forces:R:3:lowdin_charge:R:1
N 1.0374 0.4934 -0.5300 0.132 -0.136 0.071 0.147
C -0.1202 0.9294 0.0596 -0.002 -0.054 -0.069 -0.667
O -0.2154 1.8823 0.7727 -0.107 0.269 0.343 0.102
O -1.2124 0.1645 -0.2646 -0.175 0.250 -0.187 0.060
H 1.1227 -0.5203 -0.5529 -0.006 0.017 0.016 0.056
H 1.8369 0.9683 -0.1365 0.042 -0.045 -0.142 0.106
H -1.1792 0.0053 -1.2157 0.039 -0.257 0.033 0.109
N 0.3507 -2.4885 0.0933 0.210 -0.053 -0.038 0.028
H -0.6194 -2.2352 0.1968 -0.264 0.170 -0.011 0.012
H 0.4105 -3.1330 -0.6825 -0.014 -0.140 -0.100 0.023
H 0.5920 -3.0124 0.9237 0.145 -0.022 0.083 0.024
```
Positions in Å, forces in eV/Å.

## Properties
SMILES   NC(=O)O.N
HOMO-LUMO gap   0.39758 Eh
Molecular weight   78.071 Da
Energy above the lowest of the compared OMol25 structures with the same formula, charge and spin   11.60 kcal per mole


9.
DFT (ωB97M-V/def2-TZVPD) results for an isolated molecule of CH6N2O2S at a distorted geometry.

Geometry as XYZ:
```
12
Properties=species:S:1:pos:R:3:forces:R:3:lowdin_charge:R:1
C 1.6318 -1.5380 0.5594 1.167 -0.195 0.184 -0.187
N 1.3071 -0.2197 0.9698 -2.537 3.289 0.664 -0.503
S 0.9608 0.9816 -0.1391 -1.088 -1.061 -1.037 0.888
O -0.5529 0.3141 -1.2151 3.312 0.982 0.245 -0.424
O -1.7519 0.4016 -0.6378 -1.516 -0.700 1.143 -0.299
N -2.4142 1.6109 -0.9096 -1.156 0.388 0.555 0.005
H 2.3181 -1.5810 -0.2896 0.281 0.416 0.359 0.089
H 2.0391 -2.0269 1.4452 -0.064 -0.478 -0.348 0.088
H 0.7474 -1.9389 0.1925 -1.579 -1.647 -0.425 0.051
H 0.4673 -0.1307 1.6208 1.883 -0.881 -0.598 0.092
H -1.9013 2.1817 -1.5956 -0.288 -0.166 1.089 0.089
H -2.8514 1.9453 -0.0009 1.585 0.054 -1.832 0.111
```
Positions in Å, forces in eV/Å.

## Properties
SMILES   CNSOON
HOMO-LUMO gap   0.31820 Eh
Molecular weight   110.138 Da
Energy above the lowest of the compared OMol25 structures with the same formula, charge and spin   124.84 kcal per mole


10.
DFT (ωB97M-V/def2-TZVPD) results for an isolated molecule of CH6N2O3S at a distorted geometry.

Geometry as XYZ:
```
13
Properties=species:S:1:pos:R:3:forces:R:3:lowdin_charge:R:1
C 0.2007 1.6662 1.2129 -1.953 -0.478 0.002 -0.155
S 0.7172 0.5323 -0.0325 -1.496 -1.439 -0.134 0.688
O 1.0185 1.3002 -1.1901 0.091 0.262 -1.302 -0.327
O 1.6439 -0.4087 0.5212 1.008 -0.020 0.401 -0.349
N -0.8754 -0.8731 -0.2656 0.383 2.648 -0.030 -0.258
N -0.7491 -1.3095 -1.6291 1.477 -0.764 0.956 0.013
O -0.4922 -1.8391 0.5801 2.598 -1.471 -0.419 -0.134
H -0.5670 2.4017 0.8330 0.130 -1.573 0.433 0.098
H -0.0115 0.9682 2.0369 -0.708 0.786 -0.027 0.074
H 0.9375 2.3412 1.5238 1.936 0.441 0.201 0.044
H -1.3932 -2.0724 -1.7404 -0.329 -0.219 -0.039 0.077
H -0.9556 -0.5687 -2.2632 -0.352 0.700 -0.138 0.065
H 0.5263 -2.1384 0.4130 -2.785 1.127 0.095 0.164
```
Positions in Å, forces in eV/Å.

## Properties
SMILES   CS(=O)(=O)N(N)O
HOMO-LUMO gap   0.33404 Eh
Molecular weight   126.137 Da
Energy above the lowest of the compared OMol25 structures with the same formula, charge and spin   86.79 kcal per mole


Question: Number 6 is which compound?
Answer: CH6N2O


Please write out number 8 again, unchanged.
DFT (ωB97M-V/def2-TZVPD) results for a cluster of 2 separate species, CH6N2O2 in total.

Geometry as XYZ:
```
11
Properties=species:S:1:pos:R:3:forces:R:3:lowdin_charge:R:1
N 1.0374 0.4934 -0.5300 0.132 -0.136 0.071 0.147
C -0.1202 0.9294 0.0596 -0.002 -0.054 -0.069 -0.667
O -0.2154 1.8823 0.7727 -0.107 0.269 0.343 0.102
O -1.2124 0.1645 -0.2646 -0.175 0.250 -0.187 0.060
H 1.1227 -0.5203 -0.5529 -0.006 0.017 0.016 0.056
H 1.8369 0.9683 -0.1365 0.042 -0.045 -0.142 0.106
H -1.1792 0.0053 -1.2157 0.039 -0.257 0.033 0.109
N 0.3507 -2.4885 0.0933 0.210 -0.053 -0.038 0.028
H -0.6194 -2.2352 0.1968 -0.264 0.170 -0.011 0.012
H 0.4105 -3.1330 -0.6825 -0.014 -0.140 -0.100 0.023
H 0.5920 -3.0124 0.9237 0.145 -0.022 0.083 0.024
```
Positions in Å, forces in eV/Å.

## Properties
SMILES   NC(=O)O.N
HOMO-LUMO gap   0.39758 Eh
Molecular weight   78.071 Da
Energy above the lowest of the compared OMol25 structures with the same formula, charge and spin   11.60 kcal per mole


Question: The lowest energy above the lowest of the compared OMol25 structures with the same formula, charge and spin belongs to which entry?
Answer: number 5